9
Properties=species:S:1:pos:R:3 method="wB97M-V/def2-TZVPD" charge=0 e_above_lowest_ev=0.000 smiles="O=[N+]([O-])OB(O)O" gap_ev=11.9507 max_force_ev_per_a=2.9 total_energy_ev=-12436.048
O -0.346 -0.059 -0.840
O -1.659 -0.796 0.943
O 0.476 -0.073 1.478
O 0.463 0.577 -2.755
O 1.559 0.954 -0.921
N 0.647 0.524 -1.583
B -0.460 -0.316 0.603
H -2.024 -0.931 1.804
H 1.344 0.120 1.272